--- 1 ---
{
  "formula": "C6H8N2S",
  "method": "ωB97M-V/def2-TZVPD",
  "symbols": ["C", "C", "N", "C", "C", "C", "C", "N", "S", "H", "H", "H", "H", "H", "H", "H", "H"],
  "xyz": [[0.613, -1.718, -0.823], [0.312, -1.494, 0.443], [-0.276, -0.302, 0.839], [-1.641, -0.497, 0.580], [-2.159, 0.584, -0.030], [-1.123, 1.486, -0.304], [0.045, 0.895, 0.182], [1.342, 1.353, 0.086], [2.740, 0.264, 0.157], [1.216, -2.487, -1.404], [0.318, -0.927, -1.453], [0.597, -2.192, 1.262], [-2.125, -1.373, 1.071], [-3.186, 1.003, -0.375], [-1.309, 2.320, -0.916], [1.446, 2.083, -0.603], [3.190, 1.002, 1.290]],
  "multiplicity": 1,
  "orbital_gap_ha": 0.29344
}

--- 2 ---
{
  "formula": "C6H8N2S",
  "method": "ωB97M-V/def2-TZVPD",
  "symbols": ["C", "C", "C", "C", "C", "C", "N", "N", "S", "H", "H", "H", "H", "H", "H", "H", "H"],
  "xyz": [[-0.051, 1.124, 1.049], [-1.972, -0.973, 0.169], [0.863, -0.108, 1.263], [1.412, -0.843, 0.049], [0.305, -1.498, -0.798], [-0.793, 2.469, -0.878], [-0.314, 1.793, 0.066], [-0.924, -1.438, -0.105], [-3.369, -0.534, 0.719], [1.688, 0.524, 1.786], [0.441, -0.727, 2.007], [2.053, -0.194, -0.665], [2.134, -1.507, 0.469], [0.134, -1.063, -1.738], [0.613, -2.650, -0.936], [-0.412, 3.470, -1.199], [-1.808, 2.155, -1.256]],
  "multiplicity": 1,
  "orbital_gap_ha": 0.30601
}

Stability check: which of them is most stable? 1.

--- 1 ---
{
  "formula": "C5H8FNS",
  "method": "ωB97M-V/def2-TZVPD",
  "symbols": ["C", "C", "F", "C", "N", "C", "C", "S", "H", "H", "H", "H", "H", "H", "H", "H"],
  "xyz": [[-1.357, -1.696, 0.662], [-1.458, -0.566, -0.329], [-2.790, -0.308, -0.538], [-0.766, 0.714, 0.042], [-1.552, 1.762, 0.336], [0.642, 0.878, 0.072], [1.530, -0.215, -0.206], [3.192, -0.152, -0.045], [-1.918, -2.545, 0.231], [-0.369, -2.068, 0.782], [-1.707, -1.407, 1.678], [-0.998, -0.914, -1.276], [-2.537, 1.721, 0.177], [-1.154, 2.692, 0.299], [1.042, 1.782, 0.418], [0.994, -1.087, -0.543]],
  "multiplicity": 1,
  "orbital_gap_ha": 0.28741
}

--- 2 ---
{
  "formula": "C5H8FNS",
  "method": "ωB97M-V/def2-TZVPD",
  "symbols": ["C", "C", "C", "C", "F", "C", "N", "S", "H", "H", "H", "H", "H", "H", "H", "H"],
  "xyz": [[2.064, 2.002, -1.386], [0.800, 1.258, -1.412], [0.785, 0.045, -0.700], [0.984, -1.376, -1.278], [1.721, -0.168, 0.246], [-0.558, -0.194, -0.031], [-0.723, 0.177, 1.265], [-2.425, -0.639, 1.524], [2.681, 1.677, -0.591], [2.265, 3.000, -1.933], [-0.292, 1.532, -1.976], [1.204, -1.930, -0.271], [0.123, -1.838, -1.948], [1.875, -1.410, -2.149], [-1.609, -0.659, -0.651], [-2.322, -0.284, 2.911]],
  "multiplicity": 1,
  "orbital_gap_ha": 0.34610
}

Stability check: which of them is most stable? 1.

--- 1 ---
{
  "formula": "CH2N2O3",
  "method": "ωB97M-V/def2-TZVPD",
  "symbols": ["C", "N", "N", "O", "O", "O", "H", "H"],
  "xyz": [[0.876, 0.838, 0.104], [0.429, 1.563, 0.914], [-1.704, -1.931, -0.498], [1.167, -0.027, -0.607], [-2.672, -2.446, -0.925], [-0.602, -2.665, -0.694], [0.815, 1.686, 1.792], [0.161, -2.085, -0.378]],
  "multiplicity": 3,
  "orbital_gap_ha": [0.29273, 0.36459]
}

--- 2 ---
{
  "formula": "CH2N2O3",
  "method": "ωB97M-V/def2-TZVPD",
  "symbols": ["C", "N", "N", "O", "O", "O", "H", "H"],
  "xyz": [[-0.079, 0.283, 1.214], [-0.911, 0.439, 0.120], [0.199, -0.246, -1.630], [0.926, 0.514, -2.226], [-0.026, -1.405, -1.616], [-0.817, -0.736, 0.722], [0.994, 0.407, 1.173], [-0.286, 0.743, 2.244]],
  "multiplicity": 3,
  "orbital_gap_ha": [0.33196, 0.36287]
}

Stability check: which of them is most stable? 1.

--- 1 ---
{
  "formula": "C5H10N2",
  "method": "ωB97M-V/def2-TZVPD",
  "symbols": ["C", "C", "C", "C", "C", "N", "N", "H", "H", "H", "H", "H", "H", "H", "H", "H", "H"],
  "xyz": [[1.121, -0.710, 0.454], [1.284, 0.332, -0.359], [-1.019, -0.187, -0.104], [-0.691, -2.009, 1.574], [0.102, 2.216, -1.448], [-0.148, -1.015, 0.650], [0.257, 0.986, -0.757], [2.006, -1.164, 0.915], [2.285, 0.676, -0.626], [-1.330, -0.584, -1.056], [-1.776, 0.471, 0.328], [-1.325, -2.602, 0.919], [-1.110, -1.257, 2.241], [-0.038, -2.741, 2.016], [-0.934, 2.283, -1.847], [0.908, 2.230, -2.183], [0.409, 3.075, -0.716]],
  "multiplicity": 1,
  "total_charge": 2,
  "orbital_gap_ha": 0.34005
}

--- 2 ---
{
  "formula": "C5H10N2",
  "method": "ωB97M-V/def2-TZVPD",
  "symbols": ["C", "N", "C", "C", "C", "N", "C", "H", "H", "H", "H", "H", "H", "H", "H", "H", "H"],
  "xyz": [[-1.913, -0.094, -0.332], [-1.002, -0.972, -0.174], [-1.195, -2.312, 0.232], [0.407, -0.724, -0.400], [0.943, 0.517, -0.280], [1.408, 1.465, 0.194], [1.907, 2.681, 0.392], [-1.506, 0.831, -0.818], [-2.924, -0.177, -0.055], [-1.702, -2.912, -0.641], [-1.860, -2.308, 1.131], [-0.203, -2.702, 0.474], [0.734, -1.104, -1.355], [1.023, -1.489, 0.183], [2.410, 3.149, -0.456], [2.432, 2.815, 1.382], [1.040, 3.338, 0.524]],
  "multiplicity": 1,
  "total_charge": 2,
  "orbital_gap_ha": 0.42932
}

--- 3 ---
{
  "formula": "C5H10N2",
  "method": "ωB97M-V/def2-TZVPD",
  "symbols": ["C", "C", "C", "C", "C", "N", "N", "H", "H", "H", "H", "H", "H", "H", "H", "H", "H"],
  "xyz": [[-3.742, 0.101, 0.468], [-1.702, -1.159, -0.242], [-4.101, 1.336, 0.083], [1.842, -0.895, 0.171], [3.672, 0.664, -0.334], [-2.594, -0.474, 0.016], [2.986, -0.394, 0.318], [-4.386, -0.470, 1.205], [-1.092, -2.025, -0.462], [-4.984, 1.986, 0.198], [-3.508, 1.586, -0.816], [1.460, -1.678, 0.866], [0.928, -0.570, -0.573], [3.828, 0.517, -1.393], [2.974, 1.601, -0.385], [4.740, 0.827, 0.074], [3.679, -0.955, 0.807]],
  "multiplicity": 1,
  "total_charge": 2,
  "orbital_gap_ha": 0.35150
}

Stability check: which of them is most stable? 2.

--- 1 ---
{
  "formula": "H3NOP",
  "method": "ωB97M-V/def2-TZVPD",
  "symbols": ["N", "O", "P", "H", "H", "H"],
  "xyz": [[1.303, 1.124, 0.987], [0.449, 0.058, 0.944], [-1.223, -0.368, 0.013], [2.107, 0.970, 0.329], [-0.736, -1.574, 0.575], [-0.333, -0.363, -1.129]],
  "multiplicity": 1,
  "total_charge": -1,
  "orbital_gap_ha": [0.22190, 0.27309]
}

--- 2 ---
{
  "formula": "H3NOP",
  "method": "ωB97M-V/def2-TZVPD",
  "symbols": ["N", "O", "P", "H", "H", "H"],
  "xyz": [[-0.280, 0.799, 0.462], [-0.377, 1.808, -0.309], [0.265, -0.479, -0.490], [1.287, 0.348, 1.110], [-1.083, -0.765, -1.132], [0.188, -1.711, 0.359]],
  "multiplicity": 1,
  "total_charge": -1,
  "orbital_gap_ha": [0.27921, 0.27918]
}

Stability check: which of them is most stable? 1.

--- 1 ---
{
  "formula": "H3N2O2P",
  "method": "ωB97M-V/def2-TZVPD",
  "symbols": ["N", "P", "N", "O", "O", "H", "H", "H"],
  "xyz": [[-1.173, -0.211, -0.476], [-0.062, 0.953, -0.031], [1.332, -0.108, 0.137], [1.137, -1.269, 0.099], [2.381, 0.495, 0.323], [-2.032, -0.398, 0.064], [-1.445, -0.222, -1.531], [-0.139, 0.760, 1.415]],
  "multiplicity": 1,
  "orbital_gap_ha": 0.37364
}

--- 2 ---
{
  "formula": "H3N2O2P",
  "method": "ωB97M-V/def2-TZVPD",
  "symbols": ["N", "N", "O", "O", "P", "H", "H", "H"],
  "xyz": [[-0.947, 0.831, 0.638], [0.562, -1.009, -0.890], [1.574, -1.588, -1.195], [-0.625, -1.288, -1.063], [0.537, 1.276, -0.061], [-0.998, 0.496, 1.546], [-1.441, 0.314, -0.049], [1.339, 0.968, 1.074]],
  "multiplicity": 1,
  "orbital_gap_ha": [0.29131, 0.29117]
}

Stability check: which of them is most stable? 1.